Model one:
DFT (the ωB97M-V functional and the def2-TZVPD basis) results for a structure of composition C53H82AsBrGe2O2PtSSi3.

Computed properties:
⟨S²⟩ = 0.784
highest occupied orbital energy (alpha / beta) = -0.34818 / -0.34752 hartree
charge = +1
orbital gap (alpha / beta) = 6.0635 / 5.1923 eV
spin multiplicity = 2

CARTESIAN COORDINATES (ANGSTROEM)
Pt (-0.340, 0.226, -0.397)
C (3.606, -4.906, -4.728)
C (4.164, -3.471, -4.730)
C (5.699, -3.514, -4.648)
C (3.771, -2.808, -6.053)
C (3.618, -2.726, -3.529)
C (2.921, -1.517, -3.646)
C (2.435, -0.918, -2.522)
Br (1.507, 0.711, -2.695)
C (2.521, -1.471, -1.182)
O (1.927, -0.913, -0.233)
C (3.339, -2.690, -1.079)
C (3.827, -3.247, -2.228)
C (3.664, -3.303, 0.275)
C (2.357, -3.788, 0.922)
C (4.617, -4.495, 0.176)
C (4.329, -2.240, 1.167)
H (3.965, -5.440, -5.609)
H (2.513, -4.892, -4.755)
H (3.920, -5.463, -3.843)
H (6.097, -4.042, -5.517)
H (6.043, -4.030, -3.749)
H (6.112, -2.502, -4.641)
H (4.151, -3.410, -6.879)
H (4.201, -1.807, -6.144)
H (2.685, -2.739, -6.160)
H (2.765, -1.044, -4.606)
H (4.416, -4.150, -2.141)
H (1.854, -4.519, 0.279)
H (1.685, -2.950, 1.102)
H (2.580, -4.273, 1.875)
H (4.179, -5.324, -0.389)
H (4.827, -4.857, 1.184)
H (5.569, -4.212, -0.282)
H (3.665, -1.398, 1.339)
H (5.246, -1.868, 0.699)
H (4.587, -2.672, 2.137)
C (-6.636, -0.694, 2.352)
C (-5.299, -0.002, 2.304)
C (-4.716, 0.326, 1.078)
C (-3.495, 0.976, 1.011)
C (-2.844, 1.321, 2.184)
C (-3.385, 0.974, 3.417)
C (-4.607, 0.316, 3.469)
S (-1.325, 2.278, 2.097)
C (-1.864, 3.721, 3.141)
O (-1.365, 3.011, 0.799)
H (-7.310, -0.287, 1.599)
H (-7.099, -0.586, 3.333)
H (-6.519, -1.761, 2.151)
H (-5.252, 0.101, 0.161)
H (-3.057, 1.241, 0.060)
H (-2.854, 1.205, 4.337)
H (-5.029, 0.058, 4.436)
H (-2.779, 4.095, 2.690)
H (-1.040, 4.433, 3.075)
H (-1.993, 3.367, 4.163)
C (-0.067, 0.839, 1.580)
Ge (0.324, -0.195, 3.235)
C (-0.247, 0.791, 4.856)
C (-0.668, 0.076, 5.981)
C (-0.878, 0.713, 7.199)
C (-0.669, 2.082, 7.316)
C (-0.248, 2.809, 6.210)
C (-0.029, 2.165, 4.998)
C (-0.491, -1.958, 3.485)
C (0.275, -3.119, 3.559)
C (-0.308, -4.341, 3.873)
C (-1.670, -4.419, 4.129)
C (-2.448, -3.268, 4.061)
C (-1.861, -2.053, 3.739)
C (2.262, -0.200, 3.537)
C (3.073, 0.789, 2.976)
C (4.419, 0.886, 3.313)
C (4.975, -0.007, 4.221)
C (4.174, -0.980, 4.805)
C (2.829, -1.071, 4.472)
H (0.820, 1.472, 1.399)
H (-0.827, -0.994, 5.909)
H (-1.194, 0.137, 8.061)
H (-0.818, 2.578, 8.268)
H (-0.076, 3.876, 6.300)
H (0.336, 2.746, 4.156)
H (1.340, -3.067, 3.387)
H (0.304, -5.235, 3.923)
H (-2.120, -5.367, 4.396)
H (-3.512, -3.318, 4.262)
H (-2.472, -1.160, 3.713)
H (2.661, 1.500, 2.268)
H (5.030, 1.666, 2.873)
H (6.026, 0.058, 4.475)
H (4.595, -1.667, 5.531)
H (2.209, -1.816, 4.961)
C (-2.270, 2.741, -5.146)
Si (-2.208, 1.600, -3.657)
C (-1.438, -0.007, -4.276)
C (-3.927, 1.195, -3.024)
Ge (-0.958, 2.600, -1.758)
Si (-2.696, 4.485, -1.212)
C (-3.217, 5.190, -2.881)
C (-4.311, 3.955, -0.426)
C (-1.761, 5.814, -0.269)
Si (0.722, 4.133, -2.777)
C (1.971, 4.509, -1.430)
C (1.592, 3.318, -4.241)
C (0.060, 5.747, -3.459)
H (-2.652, 2.185, -6.009)
H (-1.274, 3.118, -5.403)
H (-2.924, 3.603, -4.987)
H (-2.119, -0.528, -4.959)
H (-1.201, -0.677, -3.452)
H (-0.511, 0.192, -4.821)
H (-4.566, 0.801, -3.823)
H (-4.416, 2.080, -2.611)
H (-3.863, 0.443, -2.232)
H (-3.993, 4.580, -3.353)
H (-2.392, 5.300, -3.586)
H (-3.639, 6.189, -2.706)
H (-4.940, 3.438, -1.153)
H (-4.864, 4.846, -0.098)
H (-4.192, 3.302, 0.429)
H (-1.145, 6.410, -0.947)
H (-1.112, 5.371, 0.484)
H (-2.458, 6.499, 0.231)
H (2.390, 3.579, -1.031)
H (1.506, 5.052, -0.601)
H (2.798, 5.116, -1.812)
H (2.520, 2.835, -3.923)
H (1.843, 4.071, -4.996)
H (0.974, 2.553, -4.723)
H (-0.521, 6.328, -2.740)
H (-0.556, 5.590, -4.349)
H (0.923, 6.354, -3.760)
C (-3.128, -2.174, -2.076)
As (-1.426, -1.866, -1.179)
C (-0.323, -3.134, -2.165)
C (-1.759, -2.909, 0.417)
H (-3.229, -3.250, -2.223)
H (-3.178, -1.677, -3.041)
H (-3.940, -1.826, -1.438)
H (-0.834, -4.097, -2.202)
H (0.633, -3.265, -1.659)
H (-0.139, -2.786, -3.181)
H (-2.174, -3.883, 0.157)
H (-2.454, -2.374, 1.060)
H (-0.830, -3.052, 0.965)

Results of the Mulliken charge analysis, in e, for atoms 1 through 99:
1 Pt 1.27
2 C -1.53
3 C 1.91
4 C -1.59
5 C -2.19
6 C -0.22
7 C -0.34
8 C -0.11
9 Br 0.00
10 C 0.71
11 O -0.61
12 C -0.57
13 C -0.86
14 C 2.52
15 C -1.24
16 C -2.47
17 C -1.74
18 H 0.46
19 H 0.34
20 H 0.31
21 H 0.47
22 H 0.31
23 H 0.36
24 H 0.44
25 H 0.40
26 H 0.44
27 H 0.61
28 H 0.50
29 H 0.29
30 H -0.21
31 H 0.76
32 H 0.43
33 H 0.45
34 H 0.45
35 H 0.15
36 H 0.40
37 H 0.53
38 C -1.82
39 C 0.66
40 C -0.80
41 C -0.28
42 C 0.71
43 C -0.59
44 C -0.21
45 S 0.52
46 C -1.65
47 O -0.74
48 H 0.41
49 H 0.41
50 H 0.31
51 H 0.51
52 H 0.08
53 H 0.09
54 H 0.43
55 H 0.32
56 H 0.56
57 H 0.56
58 C -1.81
59 Ge 1.56
60 C 0.42
61 C -0.19
62 C -0.75
63 C -0.59
64 C -0.70
65 C -0.99
66 C 0.92
67 C -0.69
68 C -0.77
69 C -0.97
70 C -0.59
71 C -0.07
72 C 0.73
73 C -0.36
74 C -0.70
75 C -0.60
76 C -0.94
77 C -0.42
78 H 0.36
79 H 0.34
80 H 0.46
81 H 0.41
82 H 0.47
83 H 0.84
84 H 0.16
85 H 0.43
86 H 0.39
87 H 0.47
88 H 0.14
89 H 0.36
90 H 0.45
91 H 0.40
92 H 0.44
93 H 0.39
94 C -0.99
95 Si 0.70
96 C -0.60
97 C -0.40
98 Ge 0.04
99 Si 0.97

---

Model two:
DFT (the ωB97M-V functional and the def2-TZVPD basis) results for a structure of composition C53H82AsBrGe2O2PtSSi3.

Computed properties:
⟨S²⟩ = 0.759
highest occupied orbital energy (alpha / beta) = -0.37199 / -0.37186 hartree
charge = +1
orbital gap (alpha / beta) = 6.5636 / 6.4821 eV
spin multiplicity = 2

CARTESIAN COORDINATES (ANGSTROEM)
Pt (-0.147, 0.082, -1.226)
C (-0.713, 1.618, 6.606)
C (-1.564, 1.895, 5.367)
C (-2.929, 1.219, 5.553)
C (-1.760, 3.413, 5.238)
C (-0.905, 1.376, 4.092)
C (-1.558, 1.518, 2.874)
C (-0.925, 1.093, 1.729)
Br (-1.929, 1.286, 0.105)
C (0.366, 0.536, 1.661)
O (0.954, 0.282, 0.488)
C (1.007, 0.330, 2.904)
C (0.344, 0.773, 4.055)
C (2.382, -0.324, 3.150)
C (3.096, -0.798, 1.885)
C (3.318, 0.664, 3.862)
C (2.185, -1.554, 4.052)
H (-1.228, 1.992, 7.491)
H (0.256, 2.118, 6.552)
H (-0.542, 0.549, 6.750)
H (-3.406, 1.575, 6.467)
H (-2.818, 0.134, 5.626)
H (-3.602, 1.436, 4.721)
H (-2.196, 3.818, 6.153)
H (-2.426, 3.662, 4.409)
H (-0.806, 3.913, 5.064)
H (-2.552, 1.942, 2.808)
H (0.865, 0.634, 4.991)
H (3.374, 0.034, 1.241)
H (2.492, -1.492, 1.305)
H (4.009, -1.324, 2.170)
H (3.496, 1.550, 3.253)
H (4.279, 0.180, 4.044)
H (2.927, 0.992, 4.827)
H (1.547, -2.295, 3.568)
H (1.743, -1.301, 5.016)
H (3.155, -2.018, 4.242)
C (-6.266, 1.672, 3.374)
C (-5.734, 0.734, 2.327)
C (-4.760, -0.214, 2.642)
C (-4.241, -1.058, 1.675)
C (-4.714, -0.966, 0.375)
C (-5.679, -0.031, 0.034)
C (-6.188, 0.812, 1.012)
S (-3.907, -1.885, -0.922)
C (-4.238, -3.568, -0.391)
O (-2.442, -1.677, -0.686)
H (-5.920, 1.396, 4.369)
H (-7.356, 1.675, 3.381)
H (-5.941, 2.696, 3.175)
H (-4.395, -0.282, 3.661)
H (-3.444, -1.749, 1.919)
H (-6.031, 0.043, -0.988)
H (-6.941, 1.545, 0.749)
H (-3.770, -3.721, 0.581)
H (-3.791, -4.227, -1.134)
H (-5.314, -3.730, -0.343)
C (1.131, -1.336, -1.968)
Ge (1.369, -3.197, -1.322)
C (3.287, -3.401, -0.977)
C (3.802, -4.685, -0.794)
C (5.156, -4.891, -0.582)
C (6.027, -3.808, -0.560)
C (5.534, -2.526, -0.751)
C (4.174, -2.331, -0.960)
C (0.257, -3.744, 0.195)
C (-0.162, -5.071, 0.314)
C (-0.867, -5.505, 1.430)
C (-1.158, -4.620, 2.461)
C (-0.735, -3.301, 2.365)
C (-0.037, -2.879, 1.243)
C (1.083, -4.427, -2.836)
C (2.099, -4.540, -3.786)
C (1.943, -5.339, -4.912)
C (0.769, -6.050, -5.104)
C (-0.252, -5.957, -4.166)
C (-0.096, -5.145, -3.052)
H (1.660, -1.133, -2.897)
H (3.139, -5.545, -0.812)
H (5.535, -5.895, -0.440)
H (7.086, -3.966, -0.400)
H (6.204, -1.676, -0.737)
H (3.803, -1.329, -1.117)
H (0.076, -5.793, -0.458)
H (-1.177, -6.541, 1.501)
H (-1.694, -4.962, 3.338)
H (-0.935, -2.596, 3.163)
H (0.281, -1.848, 1.184)
H (3.034, -4.011, -3.641)
H (2.746, -5.412, -5.635)
H (0.651, -6.680, -5.976)
H (-1.168, -6.518, -4.304)
H (-0.908, -5.077, -2.338)
C (2.883, 1.321, -4.274)
Si (3.004, 2.185, -2.623)
C (3.928, 1.087, -1.425)
C (3.904, 3.811, -2.897)
Ge (0.785, 2.534, -1.663)
Si (-0.720, 3.934, -2.958)
C (-2.458, 3.774, -2.257)
C (-0.785, 3.571, -4.802)
C (-0.101, 5.700, -2.816)
Si (1.232, 3.897, 0.315)
C (2.417, 2.999, 1.462)
C (2.036, 5.493, -0.291)
C (-0.336, 4.436, 1.206)
H (3.857, 0.951, -4.600)
H (2.491, 1.977, -5.056)
H (2.220, 0.466, -4.177)
H (4.744, 0.563, -1.928)
H (3.232, 0.350, -1.020)
H (4.345, 1.645, -0.584)
H (4.827, 3.588, -3.438)
H (4.183, 4.299, -1.964)
H (3.329, 4.515, -3.502)
H (-2.754, 2.728, -2.189)
H (-3.185, 4.286, -2.893)
H (-2.528, 4.197, -1.252)
H (-0.997, 2.532, -5.028)
H (0.165, 3.824, -5.280)
H (-1.564, 4.176, -5.273)
H (-0.373, 6.174, -1.873)
H (-0.576, 6.259, -3.627)
H (0.978, 5.789, -2.942)
H (3.386, 3.504, 1.486)
H (2.575, 1.971, 1.140)
H (2.028, 2.975, 2.483)
H (2.570, 5.432, -1.235)
H (2.756, 5.796, 0.474)
H (1.292, 6.284, -0.381)
H (-1.037, 3.624, 1.377)
H (-0.845, 5.207, 0.621)
H (-0.092, 4.873, 2.179)
C (-0.280, -0.168, -4.982)
As (-1.187, -0.287, -3.266)
C (-1.629, -2.160, -3.552)
C (-2.903, 0.572, -3.573)
H (-1.000, -0.593, -5.681)
H (0.605, -0.797, -4.957)
H (0.002, 0.829, -5.294)
H (-2.611, -2.231, -4.022)
H (-1.621, -2.689, -2.611)
H (-0.883, -2.589, -4.215)
H (-3.449, -0.084, -4.247)
H (-2.782, 1.552, -4.027)
H (-3.450, 0.678, -2.638)

Results of the Mulliken charge analysis, in e, for atoms 1 through 99:
1 Pt 0.60
2 C -2.21
3 C 1.80
4 C -1.34
5 C -1.64
6 C 0.26
7 C -1.42
8 C 0.02
9 Br -0.09
10 C -0.49
11 O -0.98
12 C 1.08
13 C -1.13
14 C 2.35
15 C -2.43
16 C -1.72
17 C -1.68
18 H 0.46
19 H 0.40
20 H 0.39
21 H 0.55
22 H 0.34
23 H -0.10
24 H 0.45
25 H 0.29
26 H 0.34
27 H 0.78
28 H 0.49
29 H 0.16
30 H -0.09
31 H 0.90
32 H 0.19
33 H 0.52
34 H 0.30
35 H 0.14
36 H 0.29
37 H 0.52
38 C -1.70
39 C 0.75
40 C -0.52
41 C -0.24
42 C 0.33
43 C -0.62
44 C -0.77
45 S 0.43
46 C -1.01
47 O -0.50
48 H 0.38
49 H 0.52
50 H 0.30
51 H 0.47
52 H 0.06
53 H 0.45
54 H 0.46
55 H 0.17
56 H 0.40
57 H 0.46
58 C -0.90
59 Ge 2.91
60 C -0.53
61 C -0.39
62 C -0.76
63 C -0.73
64 C -0.37
65 C 0.77
66 C -0.13
67 C -0.60
68 C -1.06
69 C -0.93
70 C -0.56
71 C 0.87
72 C 0.21
73 C -0.73
74 C -0.77
75 C -0.58
76 C -0.93
77 C 0.05
78 H 0.35
79 H 0.38
80 H 0.42
81 H 0.39
82 H 0.44
83 H -0.47
84 H 0.49
85 H 0.46
86 H 0.42
87 H 0.70
88 H -0.23
89 H 0.39
90 H 0.43
91 H 0.41
92 H 0.42
93 H 0.29
94 C -0.68
95 Si 0.25
96 C 0.10
97 C -1.25
98 Ge 0.93
99 Si 1.21

---

What are the relative energies? In eV: model one 3.567; model two 0.000.

---

Model one:
DFT (the ωB97M-V functional and the def2-TZVPD basis) results for the ion CH2BrO2S with charge -1.

Computed properties:
highest occupied orbital energy = -0.13603 hartree
charge = -1
orbital gap = 6.9881 eV

CARTESIAN COORDINATES (ANGSTROEM)
C (-0.409, -0.660, -0.378)
O (1.635, -2.015, -1.200)
O (1.334, -1.934, 1.292)
S (0.689, -2.236, -0.067)
Br (-2.279, -0.698, 0.105)
H (0.039, 0.155, 0.201)
H (-0.111, -0.031, -1.473)

The molecule's Mulliken atomic charges, reported in e, are given here:
1 C -0.56
2 O -0.62
3 O -0.64
4 S 0.49
5 Br -0.24
6 H 0.28
7 H 0.28

---

Model two:
DFT (the ωB97M-V functional and the def2-TZVPD basis) results for a structure of composition CH2BrO2S.

Computed properties:
highest occupied orbital energy (alpha / beta) = -0.13812 / -0.12651 hartree
charge = -1
orbital gap (alpha / beta) = 7.0160 / 6.4466 eV

CARTESIAN COORDINATES (ANGSTROEM)
C (-0.346, -0.394, 0.271)
O (1.691, 0.830, -1.014)
O (0.352, 2.030, 0.782)
S (1.030, 0.777, 0.281)
Br (0.272, -2.157, 0.288)
H (-1.026, -0.242, 1.203)
H (-1.974, -0.844, -1.811)

The molecule's Mulliken atomic charges, reported in e, are given here:
1 C -0.37
2 O -0.54
3 O -0.60
4 S 0.49
5 Br -0.19
6 H 0.21
7 H -0.01

---

What are the relative energies? In eV: model one 0.000; model two 3.621.